No. 1
Computed, not measured: B6F24V as an isolated structure, with ωB97M-V/def2-TZVPD.

Cartesian coordinates (Å):
V -19.07 -14.83 -26.74
B -20.02 -16.78 -28.57
F -20.31 -16.15 -29.77
F -20.68 -15.98 -27.68
F -20.34 -18.13 -28.53
F -18.78 -16.44 -28.27
B -18.27 -16.85 -25.16
F -17.86 -16.49 -23.86
F -17.96 -18.14 -25.54
F -19.60 -16.51 -25.45
F -17.58 -16.07 -26.06
B -20.10 -12.87 -28.19
F -19.69 -12.87 -26.94
F -21.42 -13.11 -28.22
F -19.70 -11.74 -28.84
F -19.40 -13.98 -28.58
B -17.98 -12.92 -24.24
F -19.02 -11.97 -24.25
F -17.79 -13.31 -22.98
F -18.39 -13.99 -25.05
F -16.72 -12.52 -24.77
B -22.13 -14.30 -24.92
F -22.76 -13.17 -25.56
F -20.81 -14.35 -25.48
F -21.93 -14.03 -23.60
F -22.83 -15.41 -25.00
B -16.19 -14.57 -28.37
F -17.29 -14.17 -27.60
F -16.63 -15.49 -29.30
F -15.66 -13.40 -28.94
F -15.26 -15.21 -27.51

Summary:
Expectation value of S²: 3.758
LUMO energy (alpha / beta) (eV): 3.4 / -3.7
Gap between HOMO and LUMO (alpha / beta) (eV): 9.7 / 2.6
Multiplicity: 4
Total charge: -2
Energy above the lowest of the compared OMol25 structures with the same formula, charge and spin (eV): 0.000

---

No. 2
Computed, not measured: BBrFH3NO4S as an isolated structure, with ωB97M-V/def2-TZVPD.

Cartesian coordinates (Å):
N -0.75 0.38 1.59
B 0.10 -0.47 0.67
O 1.54 -0.76 0.81
O -0.57 -1.05 -0.54
S 0.44 -0.69 -1.87
O 0.15 -1.75 -3.00
O 0.00 0.85 -2.48
Br 1.45 1.97 -2.63
H -1.66 0.61 1.11
H -0.97 -0.09 2.51
H 1.74 -1.29 1.64
F -1.47 2.31 2.19

Summary:
LUMO energy (eV): 1.4
Gap between HOMO and LUMO (eV): 4.6
Total charge: -1

---

No. 3
Computed, not measured: BCd3H28O20P2 as an isolated structure, with ωB97M-V/def2-TZVPD.

Cartesian coordinates (Å):
Cd -2.08 1.46 -0.82
Cd 1.82 1.80 0.24
Cd -1.78 -1.69 -1.30
P -3.88 -0.05 -2.06
O -2.33 0.03 -2.38
O -3.79 -1.42 -1.31
O -4.98 0.28 -3.06
O -3.99 1.15 -1.09
P 0.10 -0.20 -0.13
O -1.41 -0.34 0.15
O 1.21 0.05 0.97
O 0.17 1.26 -0.75
O 0.20 -1.41 -1.14
B -2.51 2.87 0.93
H -1.69 3.20 0.22
H -3.57 3.13 0.55
H -2.39 1.77 1.16
H -2.36 3.48 1.92
O 1.34 1.83 -3.18
H 0.69 1.56 -2.51
H 1.86 1.03 -3.35
O 1.37 -0.06 3.63
H 0.92 0.76 3.86
H 1.50 -0.02 2.65
O 0.21 -2.98 2.10
H 0.57 -2.22 2.58
H -0.01 -3.62 2.78
O 2.90 -2.13 1.06
H 2.15 -1.50 0.96
H 2.58 -2.93 0.63
O 0.65 3.00 1.50
H 0.03 2.62 2.15
H 0.45 3.94 1.50
O 1.70 -3.97 -0.80
H 1.94 -3.65 -1.67
H 1.17 -3.25 -0.41
O 3.45 1.77 1.79
H 4.40 1.75 1.61
H 3.35 1.47 2.71
O -1.79 -3.49 -0.03
H -1.19 -3.72 0.70
H -2.50 -4.15 -0.01
O -2.45 -1.25 2.39
H -1.92 -0.95 1.62
H -2.54 -2.20 2.26
O 3.15 0.63 -0.89
H 3.87 0.19 -0.42
H 2.97 0.06 -1.68
O -1.54 3.11 -2.25
H -1.53 4.07 -2.32
H -0.75 2.82 -2.73
O 2.17 -0.92 -2.87
H 2.57 -1.70 -3.27
H 1.50 -1.26 -2.19

Summary:
LUMO energy (eV): 0.8
Gap between HOMO and LUMO (eV): 4.2
Total charge: -1
Energy above the lowest of the compared OMol25 structures with the same formula, charge and spin (eV): 4.239

---

No. 4
Computed, not measured: BCdH12O8P as an isolated structure, with ωB97M-V/def2-TZVPD.

Cartesian coordinates (Å):
Cd 12.34 -12.38 -18.14
P 11.61 -10.22 -16.75
O 11.90 -9.55 -15.39
O 10.57 -9.32 -17.47
O 11.11 -11.71 -16.64
O 12.83 -10.48 -17.70
B 11.46 -14.57 -18.38
H 11.02 -15.59 -18.70
H 12.18 -14.68 -17.48
H 12.03 -14.10 -19.26
H 10.68 -13.84 -17.95
O 13.85 -13.18 -16.78
H 13.99 -12.68 -15.96
H 14.13 -14.08 -16.60
O 13.85 -12.45 -19.59
H 14.15 -12.88 -20.40
H 14.58 -11.88 -19.30
O 11.03 -11.52 -19.73
H 10.23 -11.11 -19.34
H 10.88 -11.54 -20.68
O 11.45 -13.28 -14.43
H 12.16 -12.81 -13.99
H 11.32 -12.77 -15.29

Summary:
LUMO energy (eV): 4.7
Gap between HOMO and LUMO (eV): 4.1
Total charge: -2
Energy above the lowest of the compared OMol25 structures with the same formula, charge and spin (eV): 1.140

---

No. 5
Computed, not measured: a 12-piece molecular cluster, BF4H22O11 overall, with ωB97M-V/def2-TZVPD.

Cartesian coordinates (Å):
B 0.28 0.16 -0.35
F 0.25 0.69 -1.61
F -0.16 1.08 0.56
F -0.46 -0.98 -0.32
F 1.61 -0.16 -0.02
O -2.14 3.24 2.88
H -1.46 3.21 2.20
H -2.55 2.38 2.85
O 1.79 2.60 1.22
H 2.26 3.21 0.67
H 1.16 2.17 0.64
O -2.33 1.27 -1.65
H -1.48 1.06 -2.04
H -2.23 1.06 -0.72
O 0.02 -4.29 -0.74
H -0.58 -3.82 -0.15
H -0.33 -4.11 -1.62
O 4.35 -0.60 -1.08
H 3.72 -0.62 -0.37
H 3.94 -1.09 -1.79
O -2.49 0.64 2.24
H -1.76 0.72 1.64
H -3.18 0.21 1.73
O 1.20 -0.25 3.07
H 1.86 -0.93 3.18
H 1.45 0.20 2.26
O 2.12 -2.50 -1.32
H 1.65 -3.22 -0.89
H 1.63 -1.72 -1.08
O -0.63 -1.23 -3.88
H -0.60 -0.65 -4.65
H -0.35 -0.67 -3.16
O -1.31 -2.73 1.04
H -0.85 -1.95 0.74
H -1.48 -2.56 1.97
O -0.86 3.55 -0.16
H -0.79 2.63 -0.41
H -1.28 3.97 -0.91

Summary:
Expectation value of S²: 0.756
LUMO energy (alpha / beta) (eV): -0.1 / -8.2
Gap between HOMO and LUMO (alpha / beta) (eV): 11.3 / 1.8
Multiplicity: 2
Total charge: 0
Energy above the lowest of the compared OMol25 structures with the same formula, charge and spin (eV): 0.771

---

No. 6
Computed, not measured: BF4H24O12 as an isolated structure, with ωB97M-V/def2-TZVPD.

Cartesian coordinates (Å):
B 15.27 -5.82 -15.51
F 14.69 -6.83 -16.18
F 16.38 -5.47 -16.12
F 14.46 -4.74 -15.50
F 15.60 -6.29 -14.21
O 13.32 -3.10 -17.58
H 12.74 -2.42 -17.22
H 13.53 -3.65 -16.83
O 12.77 -7.91 -14.98
H 13.63 -8.35 -14.95
H 12.97 -7.00 -14.79
O 12.27 -5.28 -16.11
H 11.76 -4.48 -16.21
H 13.12 -4.99 -15.80
O 14.88 -4.13 -13.58
H 14.60 -4.62 -12.80
H 14.74 -4.74 -14.31
O 18.31 -5.06 -16.28
H 17.39 -5.22 -16.05
H 18.26 -4.46 -17.03
O 14.50 -7.71 -18.71
H 14.54 -6.88 -18.23
H 14.65 -8.38 -18.05
O 14.53 -6.40 -12.27
H 14.99 -6.84 -12.99
H 15.12 -5.70 -12.00
O 16.01 -5.93 -18.16
H 15.84 -5.94 -17.22
H 15.55 -5.15 -18.47
O 16.64 -7.80 -16.46
H 15.93 -7.17 -16.34
H 17.38 -7.43 -15.97
O 17.69 -6.85 -14.64
H 16.76 -6.70 -14.46
H 18.14 -6.16 -14.14
O 17.19 -4.00 -14.20
H 16.55 -4.70 -14.29
H 17.19 -3.56 -15.05
O 13.00 -3.29 -15.22
H 12.51 -3.49 -14.42
H 13.91 -3.39 -14.97

Summary:
LUMO energy (eV): 2.6
Gap between HOMO and LUMO (eV): 9.2
Total charge: -1
Energy above the lowest of the compared OMol25 structures with the same formula, charge and spin (eV): 16.966

---

No. 7
Computed, not measured: one molecule with the formula BF4HNP, with ωB97M-V/def2-TZVPD.

Cartesian coordinates (Å):
F -2.08 -0.52 -0.78
B -1.13 -0.82 0.16
F -1.51 -1.55 1.28
N 0.03 -0.09 0.24
P 0.64 1.17 -0.76
F 1.73 0.27 -1.40
F 1.56 1.72 0.34
H 0.76 -0.17 0.92

Summary:
LUMO energy (eV): 0.5
Gap between HOMO and LUMO (eV): 11.7
Total charge: 0
Energy above the lowest of the compared OMol25 structures with the same formula, charge and spin (eV): 0.000

---

No. 8
Computed, not measured: a 8-piece molecular cluster, BH18O7 overall, with ωB97M-V/def2-TZVPD.

Cartesian coordinates (Å):
B 0.18 -0.54 -0.04
H 0.78 -1.38 -0.35
H 0.10 0.19 -0.83
H -0.78 -0.95 0.23
H 0.61 -0.10 0.84
O -0.67 3.57 -0.36
H -0.97 3.36 -1.24
H -0.42 2.72 0.02
O 2.01 1.99 -3.46
H 2.66 2.51 -3.01
H 1.66 1.40 -2.79
O -0.77 -2.57 -3.20
H -0.28 -3.35 -2.94
H -0.74 -2.00 -2.43
O -3.62 0.13 -0.77
H -3.30 0.83 -1.34
H -2.86 -0.13 -0.25
O 3.87 1.61 1.45
H 3.06 1.11 1.35
H 4.08 1.91 0.57
O -0.95 -3.69 2.21
H -1.63 -3.42 2.82
H -0.79 -2.92 1.67
O -0.26 0.08 4.27
H 0.12 0.06 3.39
H -1.07 -0.42 4.20

Summary:
LUMO energy (eV): 2.8
Gap between HOMO and LUMO (eV): 9.3
Total charge: -1
Energy above the lowest of the compared OMol25 structures with the same formula, charge and spin (eV): 1.752

---

No. 9
Computed, not measured: BH24O10 as an isolated structure, with ωB97M-V/def2-TZVPD.

Cartesian coordinates (Å):
B -2.89 -0.87 10.73
H -3.52 0.17 10.53
H -2.32 -1.37 9.43
H -2.06 -0.86 11.73
H -3.77 -1.78 10.94
O -1.32 0.93 8.51
H -1.85 1.60 8.04
H -1.94 0.23 8.60
O 0.64 -2.54 10.63
H 0.55 -1.56 10.62
H -0.04 -2.71 11.32
O -3.42 3.41 11.78
H -2.96 2.70 11.28
H -3.25 3.26 12.71
O -4.39 -2.92 8.40
H -4.97 -2.19 8.21
H -3.65 -2.46 8.86
O -6.56 -0.95 13.43
H -6.49 -1.85 13.00
H -6.46 -1.09 14.39
O -7.75 1.52 11.99
H -6.96 1.68 11.47
H -7.55 0.73 12.48
O -4.11 1.67 14.85
H -3.41 1.36 14.29
H -4.93 1.35 14.46
O -6.25 -3.72 12.22
H -5.32 -3.92 12.20
H -6.39 -3.27 11.38
O -1.66 -1.62 14.59
H -1.33 -0.72 14.46
H -2.20 -1.75 13.83
O 0.07 0.38 10.92
H -0.80 0.11 11.22
H -0.25 0.68 10.04

Summary:
LUMO energy (eV): 2.5
Gap between HOMO and LUMO (eV): 9.0
Total charge: -1
Energy above the lowest of the compared OMol25 structures with the same formula, charge and spin (eV): 1.138

---

No. 10
Computed, not measured: a 11-piece molecular cluster, BH24O10 overall, with ωB97M-V/def2-TZVPD.

Cartesian coordinates (Å):
B 0.03 0.24 0.10
H 0.21 -0.68 -0.62
H 0.41 0.12 1.20
H 0.69 1.06 -0.46
H -1.10 0.57 0.03
O 2.08 2.95 3.09
H 1.29 2.68 2.60
H 2.41 3.72 2.61
O -1.06 2.61 -1.95
H -0.30 3.19 -2.03
H -0.76 1.87 -1.40
O 2.82 -0.86 -0.77
H 3.42 -0.11 -0.84
H 1.94 -0.46 -0.61
O 0.22 -3.15 0.14
H 0.04 -3.10 -0.81
H 0.35 -2.23 0.42
O 1.91 -2.03 -3.22
H 2.21 -1.49 -2.47
H 1.02 -2.33 -2.96
O -2.47 0.80 2.35
H -1.99 1.29 1.68
H -1.82 0.18 2.72
O -2.50 -1.14 -1.39
H -1.94 -0.68 -0.74
H -3.33 -0.66 -1.39
O -0.16 -1.06 3.29
H 0.26 -0.60 2.54
H 0.33 -0.75 4.06
O -0.30 2.88 1.35
H -0.16 2.01 0.90
H 0.00 3.53 0.71
O -0.86 -2.86 -2.73
H -1.34 -2.15 -2.26
H -1.55 -3.38 -3.14

Summary:
LUMO energy (eV): 2.6
Gap between HOMO and LUMO (eV): 10.0
Total charge: -1
Energy above the lowest of the compared OMol25 structures with the same formula, charge and spin (eV): 0.188

---

No. 11
Computed, not measured: a 2-piece molecular cluster, BH3OS overall, with ωB97M-V/def2-TZVPD.

Cartesian coordinates (Å):
B 1.72 0.73 0.11
S 1.25 -0.80 -0.07
H 2.28 1.79 0.08
O -1.92 -0.95 0.09
H -1.10 -0.49 0.41
H -2.23 -0.28 -0.62

Summary:
LUMO energy (eV): 0.1
Gap between HOMO and LUMO (eV): 10.9
Total charge: 0
Energy above the lowest of the compared OMol25 structures with the same formula, charge and spin (eV): 1.700

---

No. 12
Computed, not measured: one molecule with the formula BH4NO2, with ωB97M-V/def2-TZVPD.

Cartesian coordinates (Å):
N 0.73 0.17 -1.00
B -0.15 0.10 0.16
O -0.93 1.05 0.65
O 0.02 -1.24 0.73
H 0.80 0.96 -1.66
H 1.08 -0.80 -1.09
H -1.40 0.85 1.50
H -0.50 -1.40 1.49

Summary:
LUMO energy (eV): 0.3
Gap between HOMO and LUMO (eV): 10.0
Total charge: 0
Energy above the lowest of the compared OMol25 structures with the same formula, charge and spin (eV): 0.274

---

No. 13
Computed, not measured: BH4NO3Rb as an isolated structure, with ωB97M-V/def2-TZVPD.

Cartesian coordinates (Å):
Rb -1.58 0.62 -0.25
N -1.23 -2.88 1.45
O 0.00 -2.78 1.35
O -1.76 -3.72 2.20
O -1.96 -2.00 0.87
B 1.31 2.15 -1.11
H 2.02 2.26 -2.09
H 0.24 2.67 -1.37
H 1.10 0.98 -0.88
H 1.86 2.69 -0.17

Summary:
LUMO energy (eV): 1.8
Gap between HOMO and LUMO (eV): 7.2
Total charge: -1
Energy above the lowest of the compared OMol25 structures with the same formula, charge and spin (eV): 0.000

---

No. 14
Computed, not measured: BaH14O7 as an isolated structure, with ωB97M-V/def2-TZVPD.

Cartesian coordinates (Å):
Ba 4.79 14.55 4.20
O 5.04 16.13 1.78
H 5.45 17.02 1.89
H 4.12 16.43 1.61
O 4.59 13.06 2.01
H 4.27 12.27 1.64
H 4.89 13.51 1.24
O 7.25 14.24 2.72
H 7.67 15.01 2.33
H 7.00 13.83 1.96
O 3.09 12.25 4.56
H 3.43 11.66 5.24
H 2.29 12.50 4.91
O 3.19 15.31 6.28
H 2.41 15.72 6.66
H 3.76 15.20 7.08
O 6.59 15.25 6.41
H 6.02 15.08 7.11
H 7.32 14.63 6.55
O 2.17 15.41 3.30
H 1.64 16.20 3.54
H 1.67 14.95 2.57

Summary:
LUMO energy (eV): -6.6
Gap between HOMO and LUMO (eV): 12.6
Total charge: +2
Energy above the lowest of the compared OMol25 structures with the same formula, charge and spin (eV): 1.211

---

No. 15
Computed, not measured: BeCl2 as an isolated structure, with ωB97M-V/def2-TZVPD.

Cartesian coordinates (Å):
Be 0.30 1.37 0.46
Cl -1.16 0.06 -1.73
Cl 0.86 -1.43 1.26

Summary:
LUMO energy (eV): -4.9
Gap between HOMO and LUMO (eV): 5.2
Total charge: 0
Energy above the lowest of the compared OMol25 structures with the same formula, charge and spin (eV): 5.687

---

No. 16
Computed, not measured: BeFH14O7 as an isolated structure, with ωB97M-V/def2-TZVPD.

Cartesian coordinates (Å):
Be 0.09 -1.06 0.23
F -0.15 0.42 0.03
O -0.62 -1.62 1.68
H -0.30 -1.55 2.58
H -1.08 -2.48 1.80
O 1.16 2.53 -0.81
H 0.79 1.71 -0.42
H 0.94 3.15 -0.14
O 1.68 -1.53 0.31
H 1.82 -1.80 1.20
H 2.22 -2.02 -0.32
O -2.40 1.27 -0.76
H -2.95 0.79 -0.15
H -1.56 0.93 -0.44
O 0.07 2.67 1.97
H -0.37 1.87 1.76
H -0.57 3.35 2.19
O -0.82 -2.05 -0.83
H -0.49 -2.92 -1.22
H -1.51 -1.80 -1.50
O 1.26 -0.36 -2.34
H 0.75 0.32 -2.78
H 2.04 0.18 -2.03

Summary:
LUMO energy (eV): -4.6
Gap between HOMO and LUMO (eV): 8.5
Total charge: +1
Energy above the lowest of the compared OMol25 structures with the same formula, charge and spin (eV): 0.773

---

No. 17
Computed, not measured: BeH8O4 as an isolated structure, with ωB97M-V/def2-TZVPD.

Cartesian coordinates (Å):
Be 5.93 2.00 5.49
O 6.64 3.56 5.40
H 6.52 4.37 5.94
H 7.14 3.94 4.67
O 5.23 1.79 6.99
H 4.88 2.42 7.60
H 4.69 1.01 7.10
O 7.24 0.92 5.32
H 7.54 0.40 6.05
H 7.77 0.67 4.51
O 4.87 1.90 4.27
H 4.61 2.63 3.75
H 4.00 1.51 4.50

Summary:
LUMO energy (eV): -8.2
Gap between HOMO and LUMO (eV): 14.6
Total charge: +2
Energy above the lowest of the compared OMol25 structures with the same formula, charge and spin (eV): 0.298

---

No. 18
Computed, not measured: a 2-piece molecular cluster, Br2ClHNP overall, with ωB97M-V/def2-TZVPD.

Cartesian coordinates (Å):
N 0.67 1.11 -0.34
P 0.97 -0.37 -0.71
Cl 0.12 -1.68 0.67
Br -2.39 0.05 4.13
Br 0.17 -0.96 -2.77
H 0.46 1.86 -0.99

Summary:
LUMO energy (alpha / beta) (eV): -2.6 / -3.6
Gap between HOMO and LUMO (alpha / beta) (eV): 8.0 / 5.7
Total charge: 0
Energy above the lowest of the compared OMol25 structures with the same formula, charge and spin (eV): 1.770

---

No. 19
Computed, not measured: a 2-piece molecular cluster, Br2ClHSi overall, with ωB97M-V/def2-TZVPD.

Cartesian coordinates (Å):
Si -1.05 0.52 0.92
Cl -1.35 1.53 -0.74
Br -2.02 -1.47 0.93
Br 4.05 -0.58 -2.30
H 0.37 -0.01 1.19

Summary:
LUMO energy (alpha / beta) (eV): -1.5 / -3.8
Gap between HOMO and LUMO (alpha / beta) (eV): 9.3 / 4.6
Total charge: 0
Energy above the lowest of the compared OMol25 structures with the same formula, charge and spin (eV): 3.507

---

No. 20
Computed, not measured: a 2-piece molecular cluster, Br2H2NOP overall, with ωB97M-V/def2-TZVPD.

Cartesian coordinates (Å):
N 0.41 -0.29 -0.19
O -0.33 -3.57 1.48
P -0.37 -2.16 1.81
Br 1.17 -1.73 3.52
Br -2.47 -1.61 2.66
H 1.04 -1.04 -0.28
H 0.95 0.45 0.40

Summary:
LUMO energy (alpha / beta) (eV): -3.6 / -3.6
Gap between HOMO and LUMO (alpha / beta) (eV): 6.4 / 6.4
Total charge: 0
Energy above the lowest of the compared OMol25 structures with the same formula, charge and spin (eV): 4.615